{"formula": "C14H13BrF6InO", "method": "the ωB97M-V functional and the def2-TZVPD basis", "symbols": ["C", "C", "C", "H", "C", "C", "H", "H", "H", "H", "In", "Br", "C", "C", "C", "H", "C", "C", "H", "H", "H", "H", "C", "C", "O", "C", "F", "F", "F", "C", "F", "F", "F", "H", "H", "H"], "xyz": [[-0.97065, -1.38565, -2.81038], [-0.98487, -2.38614, -1.80827], [-1.70357, -1.85497, -0.65269], [-0.54400, -3.38124, -1.85053], [-2.09540, -0.47649, -0.99633], [-1.64225, -0.23436, -2.33923], [-1.75691, 0.73156, -2.83676], [-0.47751, -1.49469, -3.79041], [-1.93130, -2.36557, 0.27951], [-2.67696, 0.17842, -0.36977], [0.35574, -0.72024, -0.17100], [1.26555, -2.79068, 0.79734], [2.41426, 0.62536, -0.56249], [1.59755, 1.41821, -1.49060], [1.48091, 0.68702, -2.69341], [1.16387, 2.37819, -1.24013], [2.18642, -0.53433, -2.57381], [2.79008, -0.59597, -1.28192], [3.42181, -1.37502, -0.87158], [2.72363, 0.91489, 0.42965], [0.87960, 1.01235, -3.55577], [2.21176, -1.36028, -3.29673], [-1.28232, -0.40632, 2.40638], [-0.48668, 0.88017, 2.00687], [-0.31238, 0.96968, 0.62659], [-1.34274, 2.16736, 2.29325], [-1.65411, 2.25402, 3.61126], [-0.68918, 3.28166, 1.91043], [-2.50374, 2.10737, 1.57088], [0.91211, 0.93885, 2.76824], [0.69977, 0.96970, 4.11078], [1.69443, -0.16107, 2.48216], [1.63484, 2.02359, 2.39776], [-2.23139, -0.41054, 1.83103], [-1.45176, -0.28046, 3.50637], [-0.69460, -1.32439, 2.16332]], "atomic_forces_ev_per_a": [[-0.1, -0.5, 0.0], [-0.5, 0.7, 0.3], [0.4, 1.4, -1.0], [-0.1, 0.4, -0.1], [0.4, -1.7, -1.6], [-0.6, -0.1, 1.3], [0.1, -0.5, 0.1], [-0.3, 0.2, 0.7], [0.0, 0.0, -0.3], [0.1, 0.1, 0.0], [0.9, -0.2, -1.9], [0.4, -1.1, 0.8], [-1.0, -0.6, -1.7], [1.0, -1.2, 0.3], [0.0, 0.5, 0.2], [0.0, -0.2, -0.1], [0.6, -0.3, 0.6], [-0.9, 1.2, -0.3], [-0.2, 0.0, -0.2], [0.1, 0.0, -0.1], [0.4, -0.3, 0.5], [0.0, 0.5, 0.3], [0.3, 1.0, 0.8], [-0.3, 0.2, -1.3], [0.2, 0.6, 2.0], [0.4, -0.9, -0.3], [-0.2, 0.5, -0.5], [-0.6, -0.4, 0.5], [0.8, 0.2, 0.9], [-0.5, -0.1, -0.6], [0.6, 0.0, -0.6], [-1.0, 1.2, 0.5], [-0.4, -0.8, 0.6], [0.6, 0.0, 0.5], [-0.1, -0.8, -0.8], [-0.4, 0.7, 0.5]], "homo_lumo_gap_ev": 7.1, "homo_energy_ev": -4.3, "total_charge": -1, "largest_force_ev_per_a": 2.35, "total_energy_ha": -3979.928796}